Entry 1:
17
Properties=species:S:1:pos:R:3:forces:R:3:nbo_charge:R:1 method="wB97M-V/def2-TZVPD" charge=0 relative_energy_kj_mol=425.9 lumo_ev=0.955
C 0.01492 1.64554 -1.72465 0.0552 0.0130 -0.0486 -0.608
C -0.80583 0.88724 -0.68036 -0.0245 -0.0607 0.0320 -0.420
C 0.03705 0.54690 0.53054 0.0140 0.2158 -0.2804 0.028
O -0.66704 -0.01859 1.66384 -0.0734 0.0350 0.0550 -0.526
C 0.36522 -0.99550 1.73956 0.1728 -0.1988 0.2282 0.012
C 0.15144 -2.05860 0.70584 -0.1278 -0.1717 0.0362 -0.528
C 1.16572 -0.49754 0.56030 0.0432 0.1904 0.1353 -0.200
H 0.89250 1.06675 -2.03261 -0.1336 0.0676 0.0429 0.215
H 0.37357 2.60156 -1.32507 -0.0612 -0.1569 -0.0402 0.206
H -0.58145 1.86216 -2.61649 0.0783 -0.0520 0.1404 0.214
H -1.23628 -0.02437 -1.11459 0.0826 0.0862 0.0925 0.199
H -1.64924 1.50358 -0.34321 0.1101 -0.1093 -0.0208 0.217
H 0.55492 1.45646 0.87698 -0.0420 -0.0780 -0.0329 0.203
H 0.73128 -1.24635 2.73309 -0.0915 -0.0031 -0.1780 0.206
H 0.74947 -2.95603 0.85499 -0.0896 0.1743 -0.0498 0.248
H -0.88236 -2.20346 0.39893 0.1571 0.0890 -0.0083 0.245
H 0.78611 -1.56975 -0.22711 -0.0699 -0.0408 -0.1036 0.293

=====

Entry 2:
62
Properties=species:S:1:pos:R:3:forces:R:3:nbo_charge:R:1 method="wB97M-V/def2-TZVPD" charge=+1 relative_energy_kj_mol=940.1 lumo_ev=-3.701
C -0.16912 2.29206 -7.44721 0.3755 0.7045 0.6606 -0.643
C 0.11444 2.63751 -5.83555 -2.3520 0.4976 -1.5389 -0.110
O 1.44127 3.23793 -5.63010 -0.0446 -3.1406 3.1483 -0.747
P 2.32374 2.48337 -4.33322 7.2652 0.2173 -2.4808 2.212
O 3.88357 2.72191 -4.66645 -5.9993 -0.5614 1.3562 -1.058
C 2.03602 3.24279 -2.60461 -0.1904 0.6914 1.1307 -0.792
C 0.65551 4.11197 -2.44476 -0.1490 0.0627 -0.0320 -0.434
C -0.31000 3.43921 -1.30167 -1.0733 -0.4555 -1.9982 -0.240
N -0.41507 4.22213 -0.01022 0.5373 -0.1932 3.0653 -0.584
C -0.13929 3.69548 1.25296 1.1467 -2.8080 2.7859 0.607
N 0.34919 2.24958 1.45229 -0.8919 4.3783 5.6086 -0.468
C 0.51035 2.15315 2.95531 -1.2539 2.4410 -2.1667 0.480
C 1.04052 0.85267 3.80188 -0.1210 0.4481 -0.3044 -0.566
C 0.39057 -0.58203 3.32869 1.8091 -3.1873 -4.8775 0.716
O 0.93287 -1.25206 2.28404 -3.1639 4.5518 6.7099 -0.533
N -0.77999 -1.11358 4.12855 2.0252 -0.0734 -2.1197 -0.537
C -2.01538 -1.02134 3.24294 -0.7257 1.2295 -0.4526 -0.441
C -0.42690 -2.55146 4.44466 1.0991 -0.9009 1.0791 -0.451
N 0.12141 3.44011 3.65623 1.3903 -4.7560 -3.8728 -0.407
N -0.23026 4.32605 2.62591 -0.4040 0.2467 -3.0714 -0.412
O 2.12731 0.75242 -4.21718 0.0911 2.5678 0.2753 -0.813
C 3.38306 0.09055 -3.81734 2.5053 -1.6346 0.5365 -0.086
C 3.16185 -1.40394 -3.12932 0.3550 -0.1957 0.3012 -0.657
H -0.01913 3.28652 -8.08293 -0.4644 -2.1391 1.4751 0.230
H 0.59428 1.51066 -7.86793 -1.6444 1.3295 0.9683 0.234
H -1.29614 1.93184 -7.50383 2.4895 0.6628 -0.0652 0.225
H -0.67682 3.49392 -5.57816 1.5870 -1.9467 -0.3338 0.175
H -0.10739 1.68610 -5.19147 0.6581 1.7596 -1.1151 0.199
H 2.94627 3.97139 -2.36424 -1.7907 -1.8523 -1.0193 0.295
H 2.11282 2.34727 -1.82154 -0.3021 1.8852 -1.7443 0.259
H 0.89624 5.26302 -2.23884 -0.5259 -2.6319 -0.2747 0.237
H 0.05733 4.09495 -3.45738 1.1680 0.0204 2.0536 0.242
H 0.02930 2.32197 -1.16883 -0.7662 2.4393 0.3691 0.265
H -1.41094 3.41978 -1.76290 2.3364 -0.0216 1.2028 0.228
H -0.76075 5.21754 -0.03257 0.5712 -1.7022 -0.1727 0.434
H 2.21921 0.77360 3.64411 -2.6615 0.2631 0.3429 0.304
H 0.74387 1.02420 4.92638 0.7169 -0.3194 -2.2500 0.269
H -2.87577 -0.55798 3.91285 1.5994 -1.3036 -1.5382 0.220
H -2.29020 -2.05535 2.76593 0.4807 2.0801 1.0175 0.243
H -1.79370 -0.23124 2.37882 -0.6199 -1.7480 1.7204 0.198
H -1.19420 -2.96093 5.23740 1.4529 0.7767 -1.8705 0.259
H 0.64288 -2.52637 4.96863 -2.2912 -0.1261 -1.0446 0.202
H -0.32743 -3.24422 3.49209 -0.3975 1.5508 1.9933 0.216
H 0.13682 3.57396 4.69414 -0.2256 0.4242 -1.6392 0.474
H -0.54496 5.32002 2.83348 0.6404 -2.0351 -0.2888 0.454
H 4.01001 0.70845 -3.01131 -1.5454 -1.0483 -2.0329 0.201
H 4.09120 -0.10488 -4.75602 -1.7947 0.9111 1.9512 0.215
H 2.14669 -1.91095 -3.41502 1.8488 1.1577 0.6608 0.229
H 4.01515 -2.15728 -3.48808 -1.8043 1.8837 0.5887 0.230
H 3.31243 -1.32826 -1.94812 -0.7228 -0.1780 -2.6007 0.213
O -2.94651 -4.51874 5.31142 0.4451 -0.3445 -1.9393 -0.571
C -2.82499 -5.05278 4.22137 -0.5929 0.7775 1.9576 0.797
O -2.42174 -4.40660 3.08822 -0.1980 0.0114 0.7700 -0.507
C -2.49811 -5.30650 1.98362 0.0689 -0.0914 -0.8919 -0.073
C -2.44905 -6.68477 2.58932 0.2275 -0.8284 -0.3629 -0.430
C -3.13621 -6.48684 3.91674 0.2698 -0.4318 -0.0681 -0.531
H -3.43428 -5.12156 1.44646 0.0689 0.0100 0.0543 0.182
H -1.65890 -5.12907 1.30476 -0.1523 0.2134 0.1770 0.202
H -2.91907 -7.44736 1.96268 0.1052 0.1652 0.0261 0.231
H -1.40591 -6.97974 2.75625 -0.1665 0.0388 -0.0814 0.214
H -4.22000 -6.60802 3.83599 0.0664 0.0210 0.1803 0.245
H -2.72796 -7.15022 4.68268 -0.3655 0.2367 0.0824 0.253

=====

Entry 3:
12
Properties=species:S:1:pos:R:3:forces:R:3:nbo_charge:R:1 method="wB97M-V/def2-TZVPD" charge=0 relative_energy_kj_mol=32.6 lumo_ev=0.507
C 0.56980 0.24498 -1.55656 1.8286 0.8182 -3.1392 -1.189
Si -0.49332 0.08475 -0.01985 0.9186 -0.3225 0.3661 1.422
C 0.23609 0.42203 1.71287 -0.3945 1.4705 -2.3864 -1.070
Br -2.39106 1.21659 0.07242 -0.0679 0.0263 -0.4210 -0.275
C -0.82965 -1.73315 -0.05050 -0.1241 0.8037 0.2538 -0.165
N -0.66872 -2.86215 0.01599 -0.1003 -1.1412 -0.0213 -0.290
H 0.87874 -0.64588 -2.28369 -0.8133 1.1578 2.3493 0.288
H 0.07204 0.85828 -2.37670 0.2146 -0.2549 1.2641 0.268
H 1.57346 0.81328 -1.40170 -1.7094 -0.9045 0.0941 0.261
H 0.55343 1.48336 1.75043 -0.6044 -0.3445 0.1394 0.246
H -0.64636 0.22642 2.30502 0.3824 -0.1930 0.8308 0.255
H 1.14554 -0.10852 1.83226 0.4697 -1.1160 0.6703 0.248

=====

Entry 4:
14
Properties=species:S:1:pos:R:3:forces:R:3:nbo_charge:R:1 method="wB97M-V/def2-TZVPD" charge=0 relative_energy_kj_mol=266.9 lumo_ev=0.321
C 0.35700 1.21972 -0.71529 -0.4528 -0.4054 0.7681 0.553
C 1.25061 0.02128 -0.88846 -0.7429 0.5717 5.6597 -0.433
C -1.05703 0.72744 -0.43005 -2.1152 2.0203 -1.3100 -0.954
C 0.74876 -1.17007 0.73712 -2.6017 2.4244 -4.5208 -0.769
O 0.77107 2.36405 -0.66975 -0.5486 -0.9543 -0.1744 -0.537
Si -1.02996 -0.47737 1.09463 -1.1016 -0.5230 -0.7403 1.059
H 1.14359 -0.46207 -1.75391 -0.7203 -2.2582 -3.1999 0.203
H 2.22847 0.38823 -0.76473 1.4713 -0.1042 0.3466 0.216
H -1.83926 1.62159 -0.53046 1.6398 -1.8382 0.6819 0.260
H -1.33504 0.07672 -1.34006 0.4263 0.4938 1.4599 0.257
H 0.93264 -2.17808 0.48930 0.2060 -0.9702 -0.2384 0.228
H 1.35817 -0.75778 1.41958 2.5391 1.0809 2.4296 0.203
H -1.21604 0.03634 2.60478 0.3324 -0.3678 -1.8257 -0.133
H -2.31299 -1.41001 0.74732 1.6682 0.8303 0.6638 -0.151

=====

Entry 5:
78
Properties=species:S:1:pos:R:3:forces:R:3:nbo_charge:R:1 method="wB97M-V/def2-TZVPD" charge=0 relative_energy_kj_mol=21.0 lumo_ev=-0.127
C -6.28549 -3.45706 0.68652 -0.0898 0.0411 -0.2241 -0.611
C -5.97733 -3.28859 -0.79510 0.2716 -0.0651 0.1681 -0.398
C -4.49959 -2.95351 -1.01919 -0.3067 0.0287 -0.1215 -0.207
N -4.14578 -1.70814 -0.36691 -0.0314 -0.0647 -0.0978 -0.468
C -2.78707 -1.64998 0.13482 0.1671 -0.0591 -0.2018 -0.201
C -1.66005 -1.75297 -0.90675 -0.1396 0.0614 0.2139 -0.421
C -0.29245 -1.74320 -0.23537 -0.1986 -0.0176 -0.1764 -0.613
C -4.55924 -0.51083 -1.08008 -0.1111 0.1558 0.3730 -0.221
C -5.15867 0.51819 -0.10981 0.1154 0.1762 -0.3607 -0.405
C -5.13007 1.94388 -0.67169 -0.3100 -0.0338 0.3294 -0.228
N -3.77201 2.40564 -0.82236 0.0660 -0.3052 -0.3415 -0.618
C -3.15726 3.18696 0.07800 0.2067 0.0963 -0.1559 0.671
O -3.72260 3.82186 0.95480 -0.1379 0.1314 0.2554 -0.658
C -1.66345 3.23466 -0.06606 0.0045 -0.0650 0.0819 -0.315
C -1.01114 4.15241 0.69690 -0.3643 -0.1619 -0.1742 0.146
N 0.32709 4.28364 0.77707 -0.2392 -0.0147 -0.0111 -0.349
C 0.89701 5.34319 1.57700 0.2378 0.2690 0.2490 -0.403
C 1.13430 3.38046 0.12374 0.1366 -0.5576 -0.4186 0.185
C 2.53270 3.40971 0.25151 0.0720 0.0342 -0.0004 -0.259
C 3.31082 2.46734 -0.38177 -0.0796 0.1952 0.0846 -0.143
C 2.71671 1.47560 -1.15078 0.1723 -0.3555 -0.2504 -0.334
S 3.75388 0.28409 -1.99943 -0.0060 0.4132 0.1238 2.317
O 4.34380 0.98301 -3.10547 0.1854 0.1118 0.0989 -0.936
O 2.97983 -0.89121 -2.28106 -0.0285 -0.0246 0.2237 -0.938
N 4.96144 -0.02070 -0.85868 -0.7547 0.2566 -0.7205 -0.681
C 6.30322 0.04003 -1.40236 0.3422 0.1552 -0.3248 -0.425
C 4.65982 -1.15263 0.01861 -0.2926 -0.1818 0.5168 -0.050
C 5.78578 -1.39322 1.02773 -0.0405 -0.1652 -0.2621 -0.408
C 5.43275 -2.54366 1.96723 -0.0058 0.2538 0.1622 -0.393
C 4.13835 -2.25557 2.71717 -0.0604 -0.2761 -0.1838 -0.396
C 3.01170 -2.01605 1.71995 0.0558 0.2820 0.1300 -0.398
C 3.35985 -0.87021 0.77337 -0.0553 -0.4383 0.0346 -0.412
C 1.35688 1.44681 -1.32026 0.0502 -0.0809 -0.0239 -0.138
C 0.54449 2.39155 -0.68777 0.2754 0.0719 0.0281 -0.102
C -0.91005 2.31360 -0.89165 0.0412 0.2869 0.1604 0.509
O -1.39812 1.51733 -1.69240 0.1128 -0.1623 -0.1008 -0.632
H -7.34878 -3.62288 0.84348 -0.0894 -0.0404 0.0953 0.204
H -5.73980 -4.30455 1.09543 0.0551 -0.1103 0.1052 0.196
H -5.98287 -2.56176 1.22239 -0.0012 0.0458 0.1239 0.219
H -6.21482 -4.20764 -1.33537 -0.0588 0.0338 -0.0916 0.199
H -6.60043 -2.49147 -1.20378 -0.0458 0.0154 -0.1233 0.191
H -4.28966 -2.93470 -2.10210 0.0867 -0.0571 0.0777 0.170
H -3.89613 -3.74901 -0.57599 0.0554 -0.0397 -0.0423 0.192
H -2.67442 -2.46214 0.86116 0.0645 0.0640 0.0640 0.188
H -2.67559 -0.70660 0.67745 0.0657 0.0099 0.0994 0.189
H -1.77747 -2.67301 -1.48244 -0.0289 -0.0281 -0.0578 0.192
H -1.71691 -0.91085 -1.59733 -0.0370 -0.0506 -0.0755 0.217
H -0.19393 -2.58364 0.44970 0.0766 -0.0773 0.1124 0.199
H -0.15699 -0.82301 0.33161 0.0779 0.1205 0.1070 0.194
H 0.50001 -1.80873 -0.97794 0.1574 0.0005 -0.0131 0.221
H -3.71188 -0.06664 -1.61758 -0.0126 -0.0447 -0.0910 0.176
H -5.30948 -0.77632 -1.82750 0.0377 0.0107 -0.0408 0.196
H -6.18591 0.24176 0.12905 -0.0464 -0.0729 0.0578 0.207
H -4.58878 0.50308 0.82041 -0.0086 0.0048 0.0552 0.207
H -5.63315 2.62896 0.01448 -0.0264 -0.0567 -0.1827 0.232
H -5.62617 1.97876 -1.64627 -0.0436 0.0619 0.0725 0.191
H -3.16439 1.87545 -1.44331 0.0591 0.2100 0.1456 0.432
H -1.61155 4.83003 1.29004 0.0290 0.0290 0.0358 0.243
H 1.47109 4.93358 2.41060 -0.0008 0.0345 -0.0245 0.209
H 1.54865 5.97269 0.96855 -0.0168 -0.0082 0.0405 0.212
H 0.09469 5.95837 1.97756 0.0256 -0.0604 -0.0462 0.226
H 3.01064 4.16557 0.85249 0.0420 0.0706 0.0574 0.224
H 4.38440 2.47574 -0.28474 0.1204 0.0821 0.1140 0.238
H 6.99357 0.40983 -0.64422 -0.0134 -0.0636 -0.0171 0.201
H 6.27783 0.73718 -2.23612 0.2800 -0.0414 0.0537 0.249
H 6.64660 -0.93159 -1.77149 0.0284 0.0050 0.0107 0.186
H 4.52236 -2.05721 -0.59403 0.0588 0.0124 0.0932 0.197
H 6.71549 -1.63292 0.51212 0.0583 0.0855 0.0004 0.213
H 5.93951 -0.47977 1.60632 0.0686 0.1053 0.0285 0.199
H 6.25111 -2.69721 2.67368 0.0286 -0.0686 -0.0614 0.211
H 5.31596 -3.46036 1.38535 0.0410 -0.0953 -0.0065 0.198
H 3.89000 -3.09414 3.37029 0.0037 0.0403 0.0796 0.210
H 4.26828 -1.36944 3.34262 0.0009 0.0410 0.0874 0.192
H 2.84367 -2.92209 1.13520 -0.0844 -0.0997 -0.0192 0.200
H 2.08452 -1.78091 2.24524 -0.0652 -0.0634 -0.0512 0.213
H 3.47577 0.05811 1.33849 0.0094 0.0732 0.0159 0.197
H 2.54979 -0.74022 0.05918 -0.0811 0.0073 0.1663 0.234
H 0.89515 0.68733 -1.93218 -0.1316 -0.0765 -0.0389 0.267

=====

Entry 6:
24
Properties=species:S:1:pos:R:3:forces:R:3:nbo_charge:R:1 method="wB97M-V/def2-TZVPD" charge=0 relative_energy_kj_mol=434.0 lumo_ev=0.711
C -1.48557 0.15904 -0.35460 0.1420 -0.0714 0.2628 0.083
C -1.96894 -0.42750 -1.67375 0.0597 0.1526 0.1979 -0.628
N -2.60123 0.80207 0.32734 -0.1264 0.1043 -0.1291 -0.325
N -0.91357 -0.86299 0.50683 0.4269 1.8048 1.7288 -0.824
O -2.17486 1.48726 1.49480 0.1333 -0.0197 -0.1147 -0.572
H -1.41147 2.05126 1.27350 -0.1958 -0.0647 -0.1481 0.440
H -3.04994 1.47888 -0.28840 0.1081 0.0430 0.1147 0.335
H -0.66712 0.87908 -0.54018 -0.0872 -0.0853 -0.0569 0.158
H -1.62459 -1.50771 0.83425 0.1175 0.1571 0.3304 0.395
H -0.34810 -0.33864 1.31541 -2.1398 -1.7717 -1.7528 0.400
H -2.24879 0.36490 -2.36745 -0.0624 -0.0075 -0.0288 0.214
H -2.82999 -1.07198 -1.50433 -0.0529 -0.0361 0.0072 0.218
H -1.17157 -1.01340 -2.12501 0.0506 0.0074 0.0087 0.237
C 2.12224 -0.23960 0.82365 -2.3027 1.8190 2.0763 -0.312
C 2.48456 1.03236 0.07391 0.2667 -0.1269 -0.0016 -0.612
C 1.78615 -1.39617 -0.00104 -3.4758 -0.8818 -0.7492 -0.794
H 2.83290 -0.46072 1.61759 0.0930 0.2364 0.1516 0.198
H 1.04474 0.09891 1.45923 3.0061 -0.5850 -0.9584 0.067
H 3.43969 0.90432 -0.43874 0.0618 0.0467 -0.0194 0.205
H 2.56266 1.89181 0.74227 0.0347 -0.0289 -0.0329 0.203
H 1.74444 1.26042 -0.69353 -0.0892 -0.0214 -0.0348 0.191
H 0.34741 -1.31668 0.02903 3.5332 -0.5564 -0.9616 0.322
H 2.22499 -1.41853 -0.99537 0.0659 0.0936 -0.0658 0.199
H 1.90596 -2.35637 0.48459 0.4329 -0.2080 0.1755 0.201